Record 1
DFT (the ωB97M-V functional and the def2-TZVPD basis) results for 14 unconnected molecules or ions with the total composition C42H115N3O14.

Atoms and positions in Å:
H -1.2414 6.5514 3.1200
C 0.0025 0.4992 2.2606
H 1.0034 2.9935 0.7324
H 3.0190 -3.6839 2.3524
H 3.0006 -5.1661 -4.3450
H 1.6334 4.9213 4.8681
C 1.9929 4.4846 -0.4708
C -4.5100 -0.9442 -0.2511
O 3.0971 -1.3055 3.2936
H 6.4262 2.3089 -2.7552
H 0.6740 1.2571 2.6693
H 4.0197 2.7919 0.3135
C 5.9509 -0.5977 -2.7138
H -3.9753 3.7190 -2.1494
H 2.7552 -4.9607 -1.7481
C 5.3505 0.7916 -2.7265
C -1.4727 -5.4426 -4.9105
H -1.1138 -5.0369 -5.8500
C 2.1251 -4.4483 -2.4811
H 4.3817 2.6941 3.0229
O -3.4747 -1.7666 -0.8694
H -2.5772 7.1010 1.1837
H 3.4079 -0.0002 -2.8331
H -4.0252 5.3250 -1.3309
H -1.4282 -1.1818 -2.0741
C 3.9549 0.7574 -3.3827
O 0.4448 -0.6999 -4.8424
H 2.0294 -0.9434 1.4847
O -2.7397 -4.9071 -4.6516
H 1.2610 5.2869 -0.3333
H -2.8364 4.7128 2.8414
H 2.3919 0.9879 4.1941
C -3.6340 4.7703 -2.1641
C 4.1962 -1.3837 1.1659
H 0.4855 -1.5350 5.9118
H 5.9244 1.9717 3.5625
C 4.2472 1.8708 5.0790
H -1.4796 -4.0595 0.2272
O -1.1394 4.7959 6.2989
H 3.0301 4.9204 -0.4896
H 2.7225 4.2229 6.0441
C -1.5179 4.0980 -3.3010
C -0.4413 -0.3181 0.0645
H -0.7702 -5.2825 -4.1128
C -0.6781 6.2863 2.2232
O 2.0754 2.9801 4.4518
H 4.6462 2.7514 5.6320
N -0.4617 -1.1266 -2.3196
C 4.8253 1.8920 3.6402
H -0.2013 3.3696 5.2454
C -5.9176 -1.1878 -0.7897
H -1.8456 -5.9539 -1.2539
H 0.4177 1.9791 -1.2043
C -2.5608 -6.4088 -0.5477
O 0.9781 -1.9269 5.1937
H -0.7724 -4.7601 5.5159
C 0.7581 -3.3253 5.3611
H -2.9327 3.9093 1.2576
H 3.9812 0.5129 -4.4119
H -5.3393 -2.3488 -5.9298
O -3.8798 -4.3428 -0.2413
O 6.1585 1.7200 -3.4624
C -4.4006 -2.8903 -5.8160
H 4.5533 0.8857 3.2865
H 1.3087 -4.8052 -4.5421
H -0.1216 -2.0729 -2.1766
C -1.5647 0.5014 -5.6307
C -0.0199 0.4711 -5.4604
O 2.1486 4.1447 1.8856
C -4.3719 -0.9648 1.2555
H -3.7328 -5.8839 1.1644
H -1.8996 -3.0527 -4.9063
C -2.1038 4.7343 -2.0723
H -1.3709 -3.2989 4.8810
O 0.5057 0.2807 0.9556
O -2.5639 6.2949 0.6707
C -4.0219 -2.9381 -4.3572
H 4.7763 -0.1498 5.1752
H 1.3078 -3.6424 6.2382
H -4.7472 -1.9060 1.6600
H -2.0764 1.6631 5.5551
H -1.9125 3.0863 -3.4093
H -1.8724 1.2879 -6.3033
H 3.4189 4.6307 4.4650
H 1.8180 -6.2558 -3.6845
C 0.1522 -0.2052 -1.3312
H 2.2046 -3.3180 0.7680
H 1.3255 -3.0865 2.2629
H -1.5822 4.8775 7.1570
H 1.7039 -2.6231 -3.5080
H -4.4959 -3.8740 -6.3048
H -3.3604 -0.9437 1.5754
H 3.9520 -1.3806 0.0854
H -0.6458 -1.3838 0.3445
C 1.9997 3.4933 0.6912
H 0.3867 -5.2722 -2.1950
C 2.8086 -1.5979 1.9077
H -3.7507 -0.9481 -4.3580
H -1.3968 0.2166 0.0500
H 0.4783 0.5119 -6.4032
H -4.6585 -3.6884 -3.7705
H 2.3309 -1.5493 3.8669
C 2.3474 -3.0004 1.8050
H -3.6285 -2.6818 -0.5670
H -6.2137 -0.8126 -1.7366
H 6.9936 -0.5328 -2.4130
H -1.1013 1.3599 -2.0248
H 3.4538 -3.0300 -3.2872
H 5.9559 -1.0256 -3.6779
H -6.5380 -0.7165 0.0266
H -4.8618 -0.0712 1.6327
H -0.4508 4.0159 -3.3022
H -1.0396 -3.4126 6.6610
H -0.5589 2.8874 6.8899
H -1.8037 4.1693 -1.1796
H -3.8815 -1.5464 -2.8079
C -2.0215 -4.5787 1.0458
H -2.3898 3.0216 4.3610
N 4.7743 0.6595 5.8029
H -0.0803 -0.4055 2.8735
H -2.4330 -3.9522 1.7270
H -3.2947 -7.0172 -1.1766
H -1.8407 6.4639 -1.1621
H -1.5277 -6.5225 -5.1252
H 0.2291 1.4101 -4.8596
H -3.1113 3.1611 5.8464
H 3.1444 1.7278 1.3352
H 4.9513 -2.1378 1.3755
H -0.4703 7.2752 1.7737
H -1.7233 4.6860 -4.1873
C -0.9760 3.3941 6.0356
H 5.2982 1.2347 -1.7209
C 2.4953 -3.0122 -2.8107
O -1.5450 5.9960 -1.9592
H 0.2437 5.7887 2.4119
H -1.0238 0.8842 2.2010
H 0.4057 1.2671 -2.9024
C 2.7148 1.7822 4.9247
H 2.2494 1.5850 5.8915
H 4.1562 0.4638 6.6078
C 2.5406 4.2384 4.9687
H 1.1460 -3.7637 4.4128
H 2.6973 1.8751 -0.4390
H -1.6379 3.5048 2.3897
C 3.0072 2.3974 0.4920
H -2.2903 -3.5037 -3.2159
H 1.8487 3.9036 -1.3754
C -2.2261 2.7482 5.4195
H -0.0404 -0.8255 -3.9899
H -4.6340 -4.6709 -0.7166
H 1.2278 -0.3839 -1.2371
C 2.0476 -5.1915 -3.8043
H 4.6582 -0.4116 1.2680
C -2.2532 4.3391 2.0233
H -3.6112 -2.3961 -6.4344
O 0.8234 -4.4773 -1.8433
H -6.1124 -2.2144 -0.7290
C -2.6413 -3.5295 -4.2650
C -1.5079 5.4454 1.3331
H -1.2822 -5.1647 1.5166
H 2.6219 -2.3018 -2.0103
H -0.8729 5.0769 0.5199
N -4.2631 -1.6131 -3.7600
C 0.0127 1.1821 -1.8722
C -0.7028 -3.6906 5.6757
C -3.1000 -5.3780 0.4065
H 3.3837 1.7143 -3.3326
H -2.0006 0.7111 -4.6309
H -4.2685 0.1269 -0.5997
H 2.0897 3.4793 2.6003
H -1.8481 -0.4882 -5.9771
H 5.3705 -1.2045 -2.0635
H -1.9676 -7.1406 0.1042
H -4.0240 5.2920 -3.0990

Output
maximum force: 3.23 eV Å⁻¹
frontier orbital gap: 9.2 eV
DFT total energy: -78550.6302 eV

***

Record 2
DFT (the ωB97M-V functional and the def2-TZVPD basis) results for 14 unconnected molecules or ions with the total composition C42H119N7O14.

Atoms and positions in Å:
C 0.8811 4.9991 2.7699
H -6.1909 -0.0919 -4.7898
H 4.1812 1.5789 -1.1391
C -3.1244 3.2443 -4.7257
C 5.5015 -3.8994 3.7400
N 0.9968 3.6590 3.3463
H 6.8123 1.5195 -1.3087
H 4.7031 -4.6123 3.9364
H -2.6612 0.2590 3.2357
H 0.5375 -4.2018 -5.9921
C 4.9323 -2.5932 3.2141
O -0.4018 -0.1744 -1.6226
H 4.2395 -2.2416 3.9851
C 0.1463 1.0897 0.3591
H -3.6039 -3.4852 -1.5779
H 1.0841 6.2171 -0.5433
H -1.4400 -2.5893 -6.1294
H -0.7868 -2.2292 -1.4990
C 0.6114 -3.1014 1.9519
N 4.1871 -2.8107 1.9654
C 0.1157 6.2080 -1.0405
C -6.0141 0.1942 -3.7449
C 0.0617 4.9026 -1.7983
H 7.5006 0.4828 3.6763
H -4.1282 3.6608 -4.7995
C -0.5052 -0.6895 -6.3319
H -0.9414 -0.7309 0.3074
C -3.4060 0.9227 3.6923
N 1.5366 -4.2205 1.7534
O -0.7425 6.6074 2.0450
H -0.7709 4.6299 1.4237
H 1.5306 -4.5404 0.7959
H 1.6919 6.2355 1.2340
H 6.9761 1.9552 0.7786
H -6.3079 1.6919 -0.9504
H 0.6793 -3.1046 4.1353
H 0.4315 -6.2469 -2.9289
O -0.8256 0.6876 -6.0206
C -0.4374 -6.4203 -3.5731
H -0.0786 7.0109 -1.7507
H -3.8297 3.2569 5.2451
H 4.2431 0.0240 -0.5150
H -3.5173 0.2346 -3.0543
H 2.0937 -4.8510 -2.2988
H -4.7190 2.3203 -0.6856
H 5.2823 1.6735 3.5801
H -0.9864 -4.3380 -3.6054
O 4.1112 2.6439 2.2479
H 2.9863 5.3330 2.0152
O -1.0599 -7.6613 -3.2427
H -2.5345 6.2691 1.0749
N -0.2913 1.4355 1.7031
H -0.6760 6.2658 -0.2905
C -5.4736 1.6642 -0.2467
H -5.7115 -4.3238 0.3990
O 6.7228 -1.3797 4.2848
H -0.0545 -6.4968 -4.5892
H -6.9614 0.3734 -3.2382
C 7.7621 -0.4552 4.1725
C 1.9392 5.2847 1.7196
H 3.8050 -1.9234 1.6334
H 0.7930 -2.3580 1.1592
H 6.6414 -0.0794 -0.5180
H 4.8427 2.2909 1.7173
H 0.2269 2.0003 -0.2450
H 8.6249 -0.8763 3.6331
C 0.1978 -0.4024 4.3759
H 0.3637 -0.9713 -5.7193
H -5.5657 -0.6895 -3.2703
H -3.4135 2.8420 -2.6827
C -1.7086 -1.5305 -6.0539
H -1.2503 4.8742 3.0610
H 0.2603 4.0162 -1.1834
H 1.8705 -2.0414 3.3114
H -4.9123 -0.7835 5.0235
H 2.0053 -4.7470 -6.8731
H 4.8675 -3.0352 1.2380
C -2.1095 6.8934 1.8713
H -3.8140 -2.8474 0.0519
H -0.5211 0.4094 4.2640
N -1.5888 1.9829 -3.2714
H -1.6927 -5.2342 -2.2494
H -3.8542 2.3373 1.6314
H 2.4436 -2.4367 -4.0895
O 6.0909 1.6249 0.5956
H 8.1459 -0.2453 5.1713
H -7.0825 -3.1989 -1.1579
H 6.0539 -3.6842 4.6559
O -5.8727 2.1992 1.0165
H -5.6015 -4.9854 -1.2969
H -0.4800 0.5767 2.2170
H 5.6068 -0.5336 2.7779
C -1.0406 -1.3373 -2.0796
H -5.6634 -0.4551 0.1443
H 0.9353 -3.2552 -3.7981
H 1.2606 -2.6735 -1.3317
C 2.3306 -2.8546 -1.4513
H -2.3551 4.0127 -4.7342
O -5.1900 1.3292 -3.6786
H -4.4537 -0.0443 -1.0643
H 2.3064 1.2008 0.6349
H 6.2515 -4.3640 3.0930
C -1.4272 -5.2942 -3.3039
C -3.8943 3.3820 4.1636
H 1.2157 -0.0148 4.2751
C -3.8645 -0.6477 5.3158
H 1.4822 -0.2931 1.2750
C -0.8387 -3.5571 1.7882
C 6.1919 0.9115 -0.6468
H -4.1804 0.1358 0.7100
H -3.3710 -4.5430 -0.1591
C -2.9973 2.3711 3.4478
O -6.1439 -2.9906 -1.1263
H 4.1766 -5.0623 -2.1451
C -2.9889 2.3012 -3.5368
H -1.8430 0.6656 -0.4102
H -2.5299 -1.3708 -6.7535
C 1.5300 0.4526 0.4791
C -0.5305 5.2352 2.3152
C 2.5511 -3.8780 -2.5303
H -0.1793 1.2155 -6.5011
H -2.1354 -1.2370 -2.0652
O -1.1650 4.7456 -2.4986
C 0.8410 -2.4264 3.2898
C -3.8132 1.0265 -3.7512
H -1.3528 3.8107 -2.7082
H 6.7128 -1.7428 2.2661
H -1.0382 -4.3269 2.5358
H -4.9531 3.3092 3.8955
C -4.8828 0.2719 -0.1148
N -2.9432 2.6367 1.9933
H 3.5117 1.4436 3.7945
H -6.5786 1.6395 1.3558
H 0.5948 2.9295 2.7459
C 4.7991 0.6801 -1.1960
C 4.3080 2.1679 3.6129
C -5.4332 -4.1286 -0.6431
H -4.3894 0.7730 3.2254
H 4.2788 3.0649 5.5746
N 4.0030 -4.2075 -2.6624
H 2.8500 -1.9455 -1.7731
H -0.0830 -0.7329 -7.3411
H 4.8308 0.1997 -2.1702
C 1.6267 -4.1165 -6.0700
H 2.7254 -3.0489 -0.4553
H -1.9898 2.4942 3.8634
H -1.2379 1.8668 1.6748
H 5.1287 4.0464 4.5072
H -3.0610 3.6436 1.8948
O -3.4285 0.6652 5.0788
H -2.1738 7.9263 1.5312
H -1.4497 -2.6671 1.9377
H -1.3810 1.2717 -2.5750
H -3.5821 0.6656 -4.7661
H 2.4806 -3.9079 2.0101
H -3.2720 -1.3854 4.7574
C -3.9631 -3.7265 -0.5747
H 1.0582 5.7336 3.5671
H -2.6863 6.7766 2.7938
H -1.0013 -3.9807 0.7960
H 3.3865 3.9627 4.2813
H 0.8378 4.8885 -2.5788
C 2.0175 -3.4296 -3.8750
H -1.1804 1.6770 -4.1522
H 1.7940 -0.0435 -0.4628
O 2.2865 -4.3852 -4.8655
H 4.1517 -4.4919 -3.6281
H -2.3414 -5.4474 -3.8786
C 5.9888 -1.5224 3.0712
H 1.8590 -3.0971 -6.4159
C -0.8703 0.1721 -0.3142
H -3.6019 4.3914 3.8677
H -0.8448 -7.9269 -2.3467
C 4.2659 3.3770 4.5250
H -0.0157 -0.7775 5.3846
H 1.9201 4.5181 0.9349
H 1.9621 3.3462 3.3049
H -3.0382 2.6762 -5.6619
H -0.8087 -1.5123 -3.1304
O -0.0519 -1.3344 3.3518
H -3.7666 -0.9246 6.3641
H -2.1159 -1.3915 -5.0535

Output
maximum force: 2.08 eV Å⁻¹
frontier orbital gap: 8.5 eV
DFT total energy: -84574.8794 eV